Entry 1:
The following is a DFT calculation (ωB97M-V/def2-TZVPD) of one molecule with the formula C6H15Cl2NSi at a distorted geometry.

Geometry as XYZ:
```
25
Properties=species:S:1:pos:R:3:lowdin_charge:R:1
C 1.1053 -1.2320 -1.3728 -0.072
C -0.7673 -2.5133 -0.2960 -0.097
C -0.5940 1.7316 1.5772 -0.071
C 0.8919 2.0700 -0.3068 -0.078
C 0.0931 -1.3431 -0.2152 -0.484
C 0.2556 1.0112 0.5502 -0.455
N -0.5402 0.0097 -0.2380 -0.208
Si -2.0326 0.4892 -1.0438 -0.289
Cl -2.1810 2.3843 -1.5139 0.437
Cl -1.8980 -0.4379 -2.8576 0.346
H 0.7149 -1.5599 -2.3497 0.066
H 1.4751 -0.2411 -1.2027 0.039
H 1.8804 -2.0071 -1.1673 0.087
H -1.2349 -2.5894 -1.3145 0.063
H -1.6252 -2.1976 0.2515 0.061
H -0.2980 -3.4254 0.1003 0.099
H -1.3918 2.3658 1.0356 0.072
H -1.0873 1.1111 2.2704 0.056
H 0.0305 2.3118 2.2464 0.080
H 1.8137 2.5296 0.0669 0.101
H 0.1497 2.6498 -0.6139 -0.039
H 1.1449 1.4790 -1.2491 0.095
H 0.7727 -1.4848 0.6650 0.144
H 1.0372 0.4220 0.8825 0.100
H -3.1453 0.1857 -0.2610 -0.053
```

Summary:
SMILES ... CC(C)N(C(C)C)[SiH](Cl)Cl
HOMO-LUMO gap ... 9.4666 eV
Relative energy (zero: lowest compared OMol25 entry of this formula, charge and spin) ... 21.6 kJ/mol
Charge ... 0

***

Entry 2:
The following is a DFT calculation (ωB97M-V/def2-TZVPD) of a 2-piece molecular cluster, C7H16N4O overall at a distorted geometry.

Geometry as XYZ:
```
28
Properties=species:S:1:pos:R:3:lowdin_charge:R:1
C 1.5915 0.9090 0.3211 -0.108
C -1.7522 -0.8924 1.1282 -0.175
C 0.7649 0.0684 -1.6764 -0.040
C 1.8482 2.2346 -1.7037 0.003
C 0.9120 0.1547 2.4441 -0.090
C -3.0927 -1.4211 3.2334 0.109
C -0.0357 -0.9839 -3.6399 -0.059
N 1.4508 1.0108 -1.0463 -0.086
N 0.9073 0.0625 0.9949 -0.011
N -1.9179 -0.9852 2.3566 0.106
N 0.6319 0.1041 -2.9818 0.058
O -1.8797 -0.7742 0.0130 0.332
H 2.3013 1.5322 0.9523 0.185
H 0.4148 -0.6963 -0.8930 0.169
H 1.9065 2.9584 -0.9674 0.066
H 1.0780 2.6459 -2.3466 0.117
H 2.9715 2.2926 -2.0097 0.164
H 1.8299 0.6098 2.7088 0.086
H 0.9922 -0.7778 2.8072 0.046
H 0.0573 0.6444 2.9069 0.104
H -3.7773 -1.8874 2.5698 0.100
H -2.7766 -2.0155 3.9864 0.074
H -3.5272 -0.3967 3.4404 0.145
H -1.1971 -0.6972 -3.8822 0.158
H 0.2968 -1.2967 -4.7016 0.139
H -0.1325 -1.8562 -3.1101 0.049
H -0.9621 -1.2156 2.7741 0.186
H 1.0961 0.6686 -3.6783 0.171
```

Summary:
HOMO-LUMO gap ... 8.9452 eV
Relative energy (zero: lowest compared OMol25 entry of this formula, charge and spin) ... 138.5 kJ/mol
Charge ... +2

***

Entry 3:
The following is a DFT calculation (ωB97M-V/def2-TZVPD) of a 2-piece molecular cluster, C4H7NO2 overall.

Geometry as XYZ:
```
14
Properties=species:S:1:pos:R:3:lowdin_charge:R:1
N 1.8057 0.7708 1.2141 0.173
C 0.7063 0.0630 0.8789 -0.598
O -0.4312 0.6597 0.9595 -0.027
C 0.7285 -1.2432 0.3604 -0.016
C -1.1242 -0.3672 -0.5193 -0.185
C -1.6315 0.7233 -1.3355 -0.063
O -0.7764 -0.3455 -1.8250 0.020
H 1.7387 1.7737 1.2921 0.109
H 2.7173 0.3457 1.1860 0.106
H 0.0988 -1.9582 0.8831 0.067
H 1.6647 -1.6513 -0.0142 0.055
H -1.7065 -1.1732 -0.0941 0.134
H -1.1456 1.6916 -1.2536 0.114
H -2.6448 0.7108 -1.7326 0.112
```

Summary:
HOMO-LUMO gap ... 8.1417 eV
Relative energy (zero: lowest compared OMol25 entry of this formula, charge and spin) ... 538.9 kJ/mol
Charge ... 0